*1*
# C3H11NO2

A cluster of 2 separate species, C3H11NO2 in total (the ωB97M-V functional and the def2-TZVPD basis, OMol25).

Structure (XYZ):
```
17
Properties=species:S:1:pos:R:3
C 1.403 -1.304 1.108
C 0.400 -0.929 2.187
O -0.094 0.377 1.970
H 2.080 -2.085 1.451
H 1.985 -0.426 0.833
H 0.871 -1.618 0.206
H -0.389 -1.682 2.242
H 0.879 -1.003 3.171
H -1.032 0.370 2.185
N 0.441 0.129 -2.253
C -0.851 0.757 -2.223
O -1.286 1.091 -0.903
H 0.413 -0.802 -2.629
H 1.030 0.168 -1.441
H -1.569 0.067 -2.656
H -0.856 1.691 -2.766
H -0.689 0.644 -0.282
```

The calculation puts the frontier orbital gap at 10.02 eV. As for the charge: 0. Its spin multiplicity is 1. For the LUMO energy, the calculation gives 0.83 eV.

=====

*2*
# C3H11NO2

A cluster of 3 separate species, C3H11NO2 in total (the ωB97M-V functional and the def2-TZVPD basis, OMol25).

Structure (XYZ):
```
17
Properties=species:S:1:pos:R:3
C -1.689 -0.515 0.167
C -0.712 -0.677 -0.757
C -1.014 0.180 -2.046
N 0.492 -1.387 -0.758
H -1.434 -0.761 1.235
H -2.431 0.228 0.081
H -0.228 0.603 -2.698
H -1.881 0.951 -1.819
H -1.370 -0.736 -2.493
H 0.820 -1.738 -1.667
H 0.957 -1.705 0.041
O 2.968 1.228 0.869
H 2.910 0.925 1.775
H 2.080 1.401 0.610
O 0.040 0.287 2.629
H 0.018 1.167 3.077
H 0.474 0.549 1.755
```

The calculation puts the frontier orbital gap at 8.64 eV. As for the charge: 0. Its spin multiplicity is 1. For the LUMO energy, the calculation gives 0.44 eV.

=====

Verdict on stability: *2* comes out at the bottom.